A 7-piece molecular cluster, C27H61N6O6P overall at a distorted geometry, computed with ωB97M-V with the def2-TZVPD basis set.

Last column: Mulliken charge in e.
Positions of all 101 atoms, in Å:
C1 -2.47 -1.35 3.64  1.00
C2 -2.08 -1.14 2.50  -1.77
P1 -1.49 -0.86 0.74  1.16
C3 -2.32 0.85 0.67  -1.18
C4 -1.33 2.07 0.79  0.00
C5 -1.42 2.96 -0.52  -0.18
C6 -0.38 4.14 -0.53  -0.83
C7 0.71 3.93 -1.63  -0.58
C8 1.62 2.67 -1.43  0.21
C9 2.43 2.65 -0.09  -0.30
C10 3.41 3.88 0.08  -1.25
C11 -0.67 -2.58 0.69  -1.04
C12 -0.20 -3.07 -0.73  -0.26
C13 0.08 -1.94 -1.80  1.42
C14 -1.20 -1.65 -2.73  -1.10
C15 1.22 -2.41 -2.80  -1.29
H1 -3.08 -1.42 4.55  0.38
H2 -0.18 -0.28 0.58  -0.20
H3 -2.37 -1.29 -0.30  -0.17
H4 -3.12 1.00 1.45  0.45
H5 -2.84 0.95 -0.32  0.39
H6 -1.57 2.67 1.71  0.32
H7 -0.25 1.78 0.88  -0.31
H8 -1.27 2.33 -1.43  -0.11
H9 -2.48 3.34 -0.54  0.45
H10 -0.93 5.07 -0.81  0.42
H11 0.04 4.29 0.50  0.38
H12 1.29 4.87 -1.79  0.38
H13 0.15 3.76 -2.60  0.04
H14 2.32 2.62 -2.30  0.54
H15 0.98 1.74 -1.48  -0.48
H16 1.77 2.53 0.81  0.06
H17 3.07 1.73 -0.10  0.40
H18 3.94 4.03 -0.89  0.28
H19 4.19 3.61 0.84  0.42
H20 2.84 4.77 0.43  0.25
H21 -1.40 -3.33 1.10  0.39
H22 0.18 -2.55 1.43  0.32
H23 0.79 -3.59 -0.57  -0.20
H24 -0.87 -3.86 -1.15  0.37
H25 0.43 -0.97 -1.38  -0.31
H26 -1.40 -0.55 -2.64  0.00
H27 -1.05 -1.98 -3.78  0.43
H28 -2.11 -2.16 -2.30  0.30
H29 0.83 -2.96 -3.69  0.32
H30 2.03 -2.96 -2.27  0.18
H31 1.72 -1.48 -3.22  0.32
C16 5.49 -4.64 -3.37  -0.87
C17 4.15 -5.15 -3.85  0.65
N1 4.16 -5.93 -4.96  -0.42
O1 3.10 -4.88 -3.28  -0.59
H32 5.67 -5.00 -2.36  0.27
H33 5.48 -3.55 -3.38  0.24
H34 6.30 -4.99 -4.01  0.35
H35 5.00 -6.17 -5.46  0.17
H36 3.28 -6.28 -5.30  0.24
C18 3.35 -4.83 2.10  -0.96
C19 3.83 -4.58 0.69  0.74
N2 3.46 -5.49 -0.24  -0.26
O2 4.52 -3.61 0.39  -0.64
H37 2.74 -3.98 2.42  0.20
H38 4.21 -4.93 2.76  0.31
H39 2.75 -5.74 2.17  0.32
H40 2.89 -6.29 -0.04  0.16
H41 3.77 -5.34 -1.19  0.08
C20 -2.49 2.68 -4.70  -0.73
C21 -2.37 4.18 -4.71  0.61
N3 -2.94 4.82 -5.77  -0.33
O3 -1.81 4.81 -3.82  -0.59
H42 -3.02 2.37 -3.81  0.16
H43 -1.49 2.25 -4.69  0.21
H44 -3.02 2.31 -5.58  0.36
H45 -3.40 4.34 -6.52  0.16
H46 -2.88 5.83 -5.80  0.17
C22 -2.49 -3.47 6.65  -0.63
C23 -2.76 -4.48 7.74  0.54
N4 -4.07 -4.70 8.04  -0.38
O4 -1.87 -5.07 8.32  -0.63
H47 -1.94 -3.96 5.84  0.26
H48 -1.88 -2.66 7.06  0.20
H49 -3.41 -3.05 6.25  0.22
H50 -4.83 -4.23 7.58  0.18
H51 -4.27 -5.37 8.76  0.24
C24 -0.46 -0.81 10.37  -0.95
C25 -0.13 -1.78 9.26  0.69
N5 -0.13 -3.09 9.59  -0.31
O5 0.12 -1.41 8.12  -0.64
H52 -1.35 -0.24 10.09  0.24
H53 0.38 -0.13 10.51  0.26
H54 -0.66 -1.33 11.31  0.32
H55 -0.34 -3.43 10.51  0.16
H56 0.08 -3.76 8.86  0.24
C26 -2.27 10.06 -6.52  -0.95
C27 -2.40 8.56 -6.45  0.74
N6 -1.42 7.85 -7.08  -0.32
O6 -3.32 8.01 -5.88  -0.66
H57 -2.20 10.46 -5.51  0.26
H58 -3.15 10.47 -7.01  0.27
H59 -1.39 10.37 -7.08  0.31
H60 -0.65 8.28 -7.56  0.19
H61 -1.48 6.85 -7.05  0.16

Calculated values
HOMO-LUMO gap ... 8.61 eV
E ... -59501.5125 eV
SMILES ... C#C[PH2](CCCCCCCC)CCC(C)C.CC(N)=O.CC(N)=O.CC(N)=O.CC(N)=O.CC(N)=O.CC(N)=O
HOMO ... -7.90 eV